(1)
The following is a quantum chemistry calculation of a structure of composition C5H14F3LiO9P at a distorted geometry, from the OMol25 dataset.

CARTESIAN COORDINATES (ANGSTROEM)
Li1 27.685 11.796 17.398
C1 28.931 13.783 15.158
O1 29.578 12.833 14.254
O2 28.728 13.305 16.342
C2 29.895 15.011 15.100
F1 29.979 15.665 16.271
F2 31.171 14.705 14.772
F3 29.489 15.935 14.174
C3 28.658 12.047 13.563
C4 29.417 10.990 12.747
H1 30.312 11.455 12.326
H2 29.743 10.160 13.376
H3 28.778 10.612 11.946
H4 28.146 12.667 12.794
H5 27.888 11.579 14.181
H6 27.977 14.083 14.653
P1 26.845 9.964 18.785
O3 26.577 11.518 18.976
O4 27.293 9.321 20.114
O5 27.923 9.897 17.639
O6 25.520 9.306 18.270
O7 25.377 13.835 19.036
H7 25.912 12.984 19.199
H8 26.070 14.494 18.909
O8 25.909 11.459 15.947
H9 26.092 10.530 15.755
H10 25.787 11.916 15.111
C5 27.227 16.395 17.305
O9 27.536 15.251 18.047
H11 26.160 16.638 17.360
H12 27.834 17.247 17.646
H13 27.462 16.253 16.242
H14 27.978 14.592 17.466

The orbital gap comes out at 2.8 eV. For the HOMO energy, the calculation gives 4.1 eV. The LUMO energy is 6.887 eV. The energy above the lowest of the compared OMol25 structures with the same formula, charge and spin is 2.3 kcal per mole. Its total charge is -3.

=====

(2)
The following is a quantum chemistry calculation of the ion C5H14FN2OP2 with charge +1 at a distorted geometry, from the OMol25 dataset.

CARTESIAN COORDINATES (ANGSTROEM)
C1 -0.244 0.003 0.212
C2 -1.772 -1.353 -0.902
C3 -0.235 -2.254 0.827
C4 0.040 2.461 -0.158
C5 -2.126 1.357 0.009
N1 -0.824 -1.119 0.121
N2 -0.693 1.209 0.015
O1 1.337 0.087 0.688
F1 2.432 0.366 -1.497
P1 4.024 0.250 0.924
P2 2.386 -0.629 -0.311
H1 -2.703 -1.604 -0.423
H2 -1.896 -0.548 -1.726
H3 -1.435 -2.234 -1.422
H4 0.175 -1.748 1.646
H5 -0.978 -3.012 0.876
H6 0.497 -2.655 0.139
H7 -0.134 3.154 0.701
H8 -0.383 2.916 -1.096
H9 1.133 2.452 -0.289
H10 -2.306 2.346 0.059
H11 -2.464 0.846 0.958
H12 -2.716 1.001 -0.921
H13 4.925 -0.301 0.039
H14 3.957 -0.991 1.532

The orbital gap comes out at 9.0 eV. For the HOMO energy, the calculation gives -12.2 eV. The SMILES is CN(C)C(OP(F)#[PH2])=[N+](C)C. The LUMO energy is -3.129 eV. The energy above the lowest of the compared OMol25 structures with the same formula, charge and spin is 0.0 kcal per mole. Its total charge is +1.

=====

(3)
The following is a quantum chemistry calculation of the ion C5H14IN2O with charge +1 at a distorted geometry, from the OMol25 dataset.

CARTESIAN COORDINATES (ANGSTROEM)
C1 -1.698 2.920 -0.272
C2 0.897 -1.389 1.451
C3 -1.227 1.562 0.298
C4 -1.564 0.499 -0.764
C5 1.389 -1.012 0.085
N1 -0.885 -0.715 -0.466
N2 2.273 -2.288 -0.523
O1 0.476 -0.740 -0.894
I1 2.930 0.612 0.164
H1 -0.956 3.274 -0.969
H2 -2.641 2.917 -0.816
H3 -1.736 3.636 0.531
H4 0.733 -0.441 1.991
H5 0.073 -2.144 1.304
H6 1.830 -1.826 1.970
H7 -1.810 1.541 1.245
H8 -0.249 1.534 0.570
H9 -2.590 0.254 -0.549
H10 -1.403 0.838 -1.759
H11 -1.367 -1.529 -0.798
H12 2.292 -3.044 0.185
H13 3.311 -2.018 -0.605
H14 1.922 -2.442 -1.379

As for the spin multiplicity: 3. The orbital gap (alpha / beta) comes out at 7.0 / 5.4 eV. For the HOMO energy (alpha / beta), the calculation gives -10.2 / -13.0 eV. The LUMO energy (alpha / beta) is -3.187 / -7.621 eV. The energy above the lowest of the compared OMol25 structures with the same formula, charge and spin is 0.0 kcal per mole. Its total charge is +1.

=====

(4)
The following is a quantum chemistry calculation of a structure of composition C5H14In, from the OMol25 dataset.

CARTESIAN COORDINATES (ANGSTROEM)
C1 -1.443 -1.592 -1.575
C2 0.010 -1.472 -1.104
C3 0.423 -0.041 -0.701
C4 0.330 0.270 0.802
C5 1.700 0.225 1.497
In1 -0.690 2.259 1.067
H1 -1.777 -0.669 -2.042
H2 -1.564 -2.405 -2.292
H3 -2.112 -1.794 -0.741
H4 0.671 -1.845 -1.888
H5 0.144 -2.111 -0.230
H6 1.448 0.139 -1.034
H7 -0.194 0.649 -1.283
H8 -0.303 -0.486 1.271
H9 2.148 1.213 1.616
H10 2.420 -0.387 0.941
H11 1.617 -0.198 2.499
H12 0.480 3.460 0.455
H13 -1.181 2.561 2.752
H14 -2.126 2.223 -0.010

The orbital gap comes out at 7.3 eV. For the HOMO energy, the calculation gives -3.8 eV. The LUMO energy is 3.481 eV. Its total charge is -1.

=====

(5)
The following is a quantum chemistry calculation of a cluster of 2 separate species, C5H14N in total, from the OMol25 dataset.

CARTESIAN COORDINATES (ANGSTROEM)
C1 -0.717 -2.301 -0.976
N1 0.490 -2.060 -0.670
H1 -0.962 -3.240 -1.459
H2 -1.476 -1.557 -0.755
H3 0.760 -1.177 -0.229
H4 1.222 -2.737 -0.867
C2 1.852 0.630 1.045
C3 -1.756 1.127 -0.383
C4 -0.657 0.849 0.644
C5 0.749 1.127 0.110
H5 1.823 1.175 1.986
H6 2.842 0.764 0.608
H7 1.742 -0.430 1.305
H8 -2.725 0.759 -0.045
H9 -1.523 0.665 -1.347
H10 -1.846 2.195 -0.569
H11 -0.727 -0.181 1.020
H12 -0.818 1.481 1.517
H13 0.865 0.709 -0.900
H14 0.861 2.203 -0.035

The orbital gap comes out at 9.7 eV. For the HOMO energy, the calculation gives -15.3 eV. The LUMO energy is -5.593 eV. The energy above the lowest of the compared OMol25 structures with the same formula, charge and spin is 27.1 kcal per mole. Its total charge is +1.

=====

(6)
The following is a quantum chemistry calculation of the molecule C5H14N2 at a distorted geometry, from the OMol25 dataset.

CARTESIAN COORDINATES (ANGSTROEM)
N1 1.520 -0.101 0.000
C1 0.127 0.043 -0.416
C2 -0.889 0.512 0.641
C3 -0.681 -0.072 2.019
C4 -1.006 -1.557 2.084
C5 0.060 0.938 -1.643
N2 0.760 0.396 -2.805
H1 1.676 -0.995 0.451
H2 1.771 0.585 0.705
H3 -0.239 -0.943 -0.693
H4 -1.887 0.242 0.295
H5 -0.966 1.599 0.772
H6 0.375 0.077 2.259
H7 -1.204 0.428 2.828
H8 -2.067 -1.686 1.831
H9 -0.902 -1.943 3.099
H10 -0.452 -2.183 1.389
H11 0.493 1.887 -1.375
H12 -0.991 1.099 -1.856
H13 0.989 -0.576 -2.639
H14 1.641 0.871 -2.936

The orbital gap comes out at 10.1 eV. For the HOMO energy, the calculation gives -9.0 eV. The SMILES is CCC[C@H](N)CN. The LUMO energy is 1.044 eV. The energy above the lowest of the compared OMol25 structures with the same formula, charge and spin is 11.2 kcal per mole. Its total charge is 0.

=====

(7)
The following is a quantum chemistry calculation of the molecule C5H14N2 at a distorted geometry, from the OMol25 dataset.

CARTESIAN COORDINATES (ANGSTROEM)
N1 1.205 -1.239 2.384
C1 0.437 -0.887 1.151
C2 1.230 -1.504 -0.017
C3 0.290 0.648 1.032
N2 -0.801 0.763 0.050
C4 -0.550 1.037 -1.407
C5 -1.896 1.038 -2.142
H1 2.214 -1.182 2.327
H2 0.879 -0.727 3.191
H3 -0.489 -1.430 1.388
H4 0.526 -1.501 -0.856
H5 2.063 -0.880 -0.379
H6 1.834 -2.422 0.062
H7 1.302 0.892 0.759
H8 -0.134 0.982 1.997
H9 -1.712 1.058 0.333
H10 0.022 1.985 -1.412
H11 0.187 0.425 -1.880
H12 -2.218 0.011 -2.114
H13 -1.778 1.524 -3.103
H14 -2.613 1.408 -1.366

The orbital gap comes out at 9.1 eV. For the HOMO energy, the calculation gives -8.0 eV. The SMILES is CCNC[C@@H](C)N. The LUMO energy is 1.108 eV. The energy above the lowest of the compared OMol25 structures with the same formula, charge and spin is 49.3 kcal per mole. Its total charge is 0.

=====

(8)
The following is a quantum chemistry calculation of the molecule C5H14N2 at a distorted geometry, from the OMol25 dataset.

CARTESIAN COORDINATES (ANGSTROEM)
C1 0.308 2.152 -0.012
N1 0.495 0.654 0.198
C2 -0.062 -0.220 -0.875
C3 0.477 -1.619 -0.811
C4 -0.425 -2.436 0.117
N2 -1.866 -2.416 -0.353
C5 1.061 2.850 1.093
H1 0.863 2.416 -1.077
H2 -0.762 2.432 -0.248
H3 -0.159 0.517 1.030
H4 0.260 0.343 -1.866
H5 -1.170 -0.085 -0.687
H6 1.539 -1.686 -0.550
H7 0.311 -1.943 -1.894
H8 -0.298 -2.097 1.100
H9 -0.022 -3.444 0.201
H10 -2.162 -1.504 0.121
H11 -2.339 -2.992 0.356
H12 0.706 2.758 2.022
H13 1.144 3.940 0.967
H14 2.101 2.378 1.166

The orbital gap comes out at 9.9 eV. For the HOMO energy, the calculation gives -9.0 eV. The SMILES is CCNCCCN. The LUMO energy is 0.921 eV. The energy above the lowest of the compared OMol25 structures with the same formula, charge and spin is 53.2 kcal per mole. Its total charge is 0.

=====

(9)
The following is a quantum chemistry calculation of a cluster of 2 separate species, C5H14N2 in total at a distorted geometry, from the OMol25 dataset.

CARTESIAN COORDINATES (ANGSTROEM)
C1 -0.077 -0.369 4.150
N1 0.508 0.258 0.801
C2 0.690 -2.209 -0.742
C3 0.237 -0.907 -1.389
C4 -0.020 0.212 -0.391
C5 -0.893 1.344 -0.922
N2 -0.256 1.935 -2.100
H1 -0.469 -1.385 4.018
H2 0.133 0.065 3.174
H3 0.832 -0.411 4.737
H4 -0.805 0.258 4.675
H5 -0.129 -2.664 -0.190
H6 1.035 -2.927 -1.481
H7 1.481 -1.998 -0.027
H8 -0.667 -1.062 -1.993
H9 0.995 -0.553 -2.087
H10 1.178 0.848 0.152
H11 -0.943 2.093 -0.140
H12 -1.900 0.962 -1.129
H13 -0.789 2.729 -2.418
H14 -0.224 1.275 -2.871

The orbital gap comes out at 8.6 eV. For the HOMO energy, the calculation gives -7.9 eV. The SMILES is [H]/N=C(/CC)CN.C. The LUMO energy is 0.661 eV. The energy above the lowest of the compared OMol25 structures with the same formula, charge and spin is 81.9 kcal per mole. Its total charge is 0.

=====

(10)
The following is a quantum chemistry calculation of the molecule C5H14N2 at a distorted geometry, from the OMol25 dataset.

CARTESIAN COORDINATES (ANGSTROEM)
N1 1.234 -0.782 -1.331
C1 0.644 -0.214 -0.102
C2 0.136 1.257 -0.296
C3 -1.027 1.208 -1.264
C4 -0.105 1.994 1.061
C5 -0.496 -1.078 0.495
N2 -0.205 -2.267 1.303
H1 2.140 -1.177 -1.114
H2 0.719 -1.602 -1.663
H3 1.380 -0.348 0.699
H4 1.004 1.690 -0.830
H5 -1.538 2.163 -1.445
H6 -1.824 0.529 -0.951
H7 -0.672 0.958 -2.272
H8 0.829 2.214 1.612
H9 -0.843 1.480 1.654
H10 -0.530 2.956 0.751
H11 -1.068 -1.419 -0.393
H12 -1.294 -0.429 0.871
H13 0.556 -2.234 1.970
H14 -1.056 -2.410 1.830

The orbital gap comes out at 10.2 eV. For the HOMO energy, the calculation gives -9.2 eV. The SMILES is CC(C)[C@H](N)CN. The LUMO energy is 1.053 eV. The energy above the lowest of the compared OMol25 structures with the same formula, charge and spin is 23.9 kcal per mole. Its total charge is 0.

=====

(11)
The following is a quantum chemistry calculation of the ion C5H14N2 with charge +1 at a distorted geometry, from the OMol25 dataset.

CARTESIAN COORDINATES (ANGSTROEM)
N1 0.511 -1.511 -0.154
C1 0.533 -0.092 0.229
C2 -0.674 0.666 -0.334
C3 -1.991 0.203 0.322
C4 -3.228 0.313 -0.552
C5 1.884 0.509 -0.211
N2 2.934 0.095 0.745
H1 1.338 -1.956 0.266
H2 -0.323 -2.017 0.163
H3 0.661 -0.275 1.323
H4 -0.430 1.665 -0.005
H5 -0.565 0.578 -1.413
H6 -2.058 0.952 1.119
H7 -1.951 -0.707 0.929
H8 -3.346 1.340 -0.907
H9 -3.175 -0.318 -1.425
H10 -4.108 0.195 0.075
H11 2.165 0.176 -1.212
H12 1.729 1.584 -0.226
H13 3.685 0.781 0.708
H14 3.456 -0.662 0.300

As for the spin multiplicity: 2. The orbital gap (alpha / beta) comes out at 11.2 / 5.9 eV. For the HOMO energy (alpha / beta), the calculation gives -14.5 / -14.4 eV. The LUMO energy (alpha / beta) is -3.213 / -8.529 eV. The energy above the lowest of the compared OMol25 structures with the same formula, charge and spin is 37.3 kcal per mole. Its total charge is +1.

=====

(12)
The following is a quantum chemistry calculation of a cluster of 3 separate species, C5H14N2 in total at a distorted geometry, from the OMol25 dataset.

CARTESIAN COORDINATES (ANGSTROEM)
C1 -1.041 2.498 1.384
C2 -0.589 1.797 0.115
N1 0.644 1.094 0.410
C3 0.615 -0.197 1.135
C4 0.421 -1.258 0.104
N2 1.206 -1.012 -1.099
C5 0.588 -1.798 -2.050
H1 -1.586 3.451 1.302
H2 -1.627 1.905 2.081
H3 -0.140 2.712 1.945
H4 -1.407 1.278 -0.413
H5 -0.339 2.589 -0.559
H6 -0.195 -0.154 1.839
H7 1.611 -0.385 1.579
H8 -0.259 -2.709 -1.314
H9 -0.727 -1.303 -0.137
H10 0.581 -2.186 0.682
H11 0.933 0.700 -0.519
H12 -0.271 -1.444 -2.631
H13 0.221 -3.418 -1.056
H14 1.359 -2.160 -2.799

As for the spin multiplicity: 2. The orbital gap (alpha / beta) comes out at 8.9 / 5.0 eV. For the HOMO energy (alpha / beta), the calculation gives -14.5 / -12.8 eV. The LUMO energy (alpha / beta) is -5.648 / -7.821 eV. The energy above the lowest of the compared OMol25 structures with the same formula, charge and spin is 145.2 kcal per mole. Its total charge is +1.